Below is a molecular structure, C10H18Br6O4S2 at a distorted geometry, with properties calculated with ωB97M-V/def2-TZVPD.

Positions of all 40 atoms, in Å:
C (1.469, 1.586, 9.289)
Br (-0.400, 1.930, 9.945)
Br (1.936, -0.322, 9.523)
Br (2.777, 2.527, 10.485)
H (1.689, 1.919, 8.274)
C (-1.576, -5.462, -5.080)
Br (0.278, -6.099, -5.576)
Br (-2.696, -7.024, -4.524)
Br (-2.536, -4.433, -6.540)
H (-1.489, -4.819, -4.204)
C (-1.005, -2.254, 2.305)
C (-0.088, -3.317, 1.781)
C (1.286, -2.680, 1.427)
S (1.599, -1.306, 2.632)
O (2.130, -0.153, 1.911)
O (2.203, -1.903, 3.827)
C (-0.198, -1.110, 3.010)
H (-1.843, -2.676, 2.860)
H (-1.498, -1.813, 1.439)
H (-0.475, -3.676, 0.827)
H (0.045, -3.992, 2.627)
H (1.199, -2.349, 0.392)
H (2.173, -3.312, 1.430)
H (-0.476, -0.169, 2.534)
H (-0.386, -1.050, 4.082)
C (-0.881, 4.513, -3.212)
C (0.598, 4.417, -3.556)
C (1.028, 2.935, -3.445)
S (-0.426, 1.979, -4.054)
O (-0.947, 1.084, -3.044)
O (-0.222, 1.536, -5.378)
C (-1.583, 3.437, -4.019)
H (-1.189, 5.552, -3.332)
H (-1.179, 4.341, -2.178)
H (1.147, 5.068, -2.876)
H (0.775, 4.650, -4.606)
H (0.975, 2.844, -2.360)
H (1.988, 2.600, -3.838)
H (-2.601, 3.157, -3.749)
H (-1.600, 3.845, -5.030)

Calculated values
ΔE to the lowest compared entry with this formula, charge and spin (kcal per mole): 45.46
E (hartree): -16933.1293
Gap between HOMO and LUMO (eV): 9.570

Below is C13H20N2OS in the gas phase, with properties calculated with ωB97M-V/def2-TZVPD.

Positions of all 37 atoms, in Å:
C (3.777, -0.549, 0.227)
C (3.582, -1.626, -0.513)
C (3.704, -1.664, -1.995)
H (4.009, -0.709, -2.425)
H (4.410, -2.433, -2.310)
S (2.127, -2.226, -2.775)
C (0.954, -1.091, -2.130)
N (-0.269, -1.489, -2.080)
C (-1.212, -0.648, -1.572)
C (-0.905, 0.594, -1.088)
C (0.455, 1.076, -1.189)
O (0.885, 2.165, -0.866)
N (1.343, 0.142, -1.745)
H (2.303, 0.451, -1.831)
C (-1.896, 1.530, -0.464)
H (-2.905, 1.129, -0.552)
H (-1.849, 2.474, -1.015)
C (-1.594, 1.851, 1.007)
H (-0.580, 2.245, 1.081)
H (-2.280, 2.647, 1.307)
C (-1.762, 0.677, 1.979)
C (-0.571, -0.279, 1.949)
H (-0.481, -0.775, 0.986)
H (0.351, 0.266, 2.141)
H (-0.683, -1.045, 2.714)
C (-1.940, 1.215, 3.400)
H (-2.058, 0.398, 4.108)
H (-1.070, 1.800, 3.691)
H (-2.819, 1.853, 3.465)
H (-2.667, 0.120, 1.708)
C (-2.591, -1.229, -1.564)
H (-3.274, -0.605, -2.137)
H (-2.968, -1.308, -0.546)
H (-2.553, -2.219, -2.008)
H (3.291, -2.563, -0.059)
H (3.672, -0.574, 1.297)
H (4.069, 0.400, -0.196)

Calculated values
ΔE to the lowest compared entry with this formula, charge and spin (kcal per mole): 21.99
E (hartree): -1090.3094
Gap between HOMO and LUMO (eV): 8.915
SMILES: C=CCSc1nc(C)c(CCC(C)C)c(=O)[nH]1